Record 1
The following is a quantum chemistry calculation of a cluster of 4 separate species, C2H11NO3 in total in a non-equilibrium geometry, from the Open Molecules 2025 dataset.

The value obtained for the gap between HOMO and LUMO is 10.69 eV. As for the total energy: -363.19439 hartree. For the relative energy (zero: lowest compared OMol25 entry of this formula, charge and spin), the calculation gives 210.06 kJ/mol. The maximum force is 4.6 eV Å⁻¹. The LUMO energy comes out at 0.6 eV. The structure (SMILES) is C=NC.O.O.O.

```
17
Properties=species:S:1:pos:R:3:forces:R:3
C -0.11077 1.96435 0.11878 0.1 -1.5 0.8
N 0.75657 1.03349 0.11028 -0.2 0.6 -1.1
C 0.24226 -0.30187 -0.11226 -1.9 -1.5 0.5
H 0.28412 2.98973 0.12581 -0.8 -0.3 0.2
H -1.17603 1.58428 0.24944 0.8 1.4 -0.6
H -0.51007 -0.62625 0.68898 0.6 0.7 -0.9
H 1.03227 -1.02396 0.05331 0.3 -0.1 -0.5
H -0.29610 -0.48521 -1.13107 1.3 0.6 1.7
O -4.46306 -4.73976 -0.98047 -2.2 1.4 3.2
H -4.35211 -3.89236 -1.45680 -0.2 -0.6 0.5
H -5.04207 -4.49288 -0.08332 2.4 -0.8 -3.8
O 2.39230 1.58128 -2.29583 1.8 -1.0 -0.7
H 2.42576 0.96735 -1.52435 0.0 0.8 -0.8
H 3.18972 1.36253 -2.88412 -1.8 0.4 1.5
O 1.56029 1.24150 3.28312 0.3 0.6 1.8
H 1.70614 1.08981 2.38266 -0.3 -0.7 -2.6
H 2.36078 1.74799 3.45585 -0.1 0.1 0.7
```
Positions in Å, forces in eV/Å.


Record 2
The following is a quantum chemistry calculation of an isolated molecule of C5H9NO in a non-equilibrium geometry, from the Open Molecules 2025 dataset.

The value obtained for the gap between HOMO and LUMO (spin up / spin down) is 7.19 / 7.04 eV. As for the total energy: -325.72837 hartree. For the relative energy (zero: lowest compared OMol25 entry of this formula, charge and spin), the calculation gives 549.20 kJ/mol. The maximum force is 1.2 eV Å⁻¹. The LUMO energy (spin up / spin down) comes out at 0.6 / 0.6 eV.

```
16
Properties=species:S:1:pos:R:3:forces:R:3
C 1.16716 1.04958 0.92005 0.1 0.0 -0.1
C 0.13619 0.10432 0.36886 -0.4 0.5 1.0
C 0.84221 -0.61367 -1.48905 0.0 -0.1 -0.8
C -0.99348 -0.36664 1.29001 0.2 -0.1 0.0
O -1.99526 -0.79423 0.34485 0.1 -0.2 -0.1
C -1.66988 -0.19226 -0.84685 -0.6 0.0 -0.2
N -0.51880 0.39196 -0.85538 0.9 -0.1 0.0
H 1.81416 1.42679 0.12131 -0.1 0.0 0.1
H 1.81377 0.58186 1.67897 -0.3 0.0 -0.3
H 0.70923 1.92917 1.40906 0.0 -0.2 -0.2
H 0.64635 -1.67191 -1.29893 0.2 0.3 0.2
H 0.61914 -0.39176 -2.54880 0.1 0.0 0.6
H 1.85313 -0.26680 -1.25564 -0.3 -0.2 0.1
H -0.76824 -1.20284 1.96385 0.1 0.1 -0.3
H -1.41439 0.45009 1.92962 0.2 -0.1 -0.4
H -2.24130 -0.43363 -1.73194 -0.1 0.1 0.3
```
Positions in Å, forces in eV/Å.


Record 3
The following is a quantum chemistry calculation of a structure of composition C48H47ClN3O7PRbS4Sb in a non-equilibrium geometry, from the Open Molecules 2025 dataset.

The value obtained for the gap between HOMO and LUMO is 6.28 eV. As for the total energy: -5206.76850 hartree. For the relative energy (zero: lowest compared OMol25 entry of this formula, charge and spin), the calculation gives 69.91 kJ/mol. The maximum force is 2.9 eV Å⁻¹. Its charge is -2. The LUMO energy comes out at 3.3 eV.

```
113
Properties=species:S:1:pos:R:3:forces:R:3
Rb -0.54822 0.74765 0.68666 2.3 -0.9 -0.2
S -1.43262 0.77435 -5.77334 0.2 -0.5 -0.6
C -1.87502 0.59485 -7.42394 0.1 0.1 0.2
C -1.34122 -0.52145 -7.99234 -0.2 0.2 -0.1
C -0.55832 -1.25615 -7.08714 0.1 0.0 0.5
C -0.50232 -0.69245 -5.83584 -0.5 0.4 -0.6
C 0.22788 -1.14955 -4.67724 0.5 -0.5 0.5
C 0.01198 -0.55695 -3.40654 0.1 -0.1 -0.4
N 0.68598 -0.87875 -2.34114 0.0 0.2 0.5
C 1.62508 -1.82905 -2.41724 0.0 -0.3 -0.8
C 1.90198 -2.52185 -3.62414 -0.3 0.4 0.4
C 2.89588 -3.54155 -3.65184 0.3 -0.2 0.2
C 3.59618 -3.85135 -2.53674 0.0 -0.1 -0.4
C 3.35658 -3.16885 -1.31134 -0.3 0.5 0.2
C 4.06858 -3.46465 -0.14664 -0.2 0.3 0.4
C 3.79348 -2.77545 1.02236 -0.2 -0.1 -0.9
C 2.78208 -1.78175 0.97386 0.3 -0.2 0.2
N 2.10818 -1.49355 -0.10234 -0.4 0.3 -0.1
C 2.36828 -2.15645 -1.23744 0.6 -0.5 0.1
C 4.51228 -3.07115 2.23546 0.3 -0.2 1.0
C 5.75908 -3.63915 2.35946 -0.4 0.2 -0.4
C 6.16448 -3.77895 3.69486 -0.1 -0.1 0.3
C 5.22098 -3.33035 4.56986 -0.2 0.1 -0.1
S 3.83938 -2.70285 3.78746 0.5 -0.4 -0.4
C 1.18068 -2.15295 -4.76234 -0.4 0.5 0.1
H -2.49122 1.33285 -7.89694 -0.2 0.2 -0.1
H -1.49352 -0.81135 -9.01784 -0.1 0.0 -0.2
H -0.06892 -2.17755 -7.34714 0.1 -0.2 0.0
H -0.73752 0.21185 -3.25974 -0.1 0.1 -0.1
H 3.07728 -4.05815 -4.58604 0.0 0.0 0.0
H 4.36438 -4.61445 -2.54724 0.0 -0.1 -0.1
H 4.82098 -4.24065 -0.16604 0.0 -0.1 0.0
H 2.54588 -1.19345 1.85076 0.0 0.1 0.2
H 6.37308 -3.90145 1.51556 0.1 0.0 -0.2
H 7.11668 -4.17865 3.99936 0.1 -0.1 0.1
H 5.27318 -3.31555 5.63936 0.0 0.1 0.2
H 1.39248 -2.64295 -5.70384 0.0 0.0 -0.1
O -0.44362 3.38385 -2.47674 0.6 0.1 -0.5
Cl -1.32902 2.90015 -1.45994 0.0 2.1 -2.0
O -2.49532 3.71515 -1.44554 -0.8 0.3 0.3
O -1.67852 1.55695 -1.76654 -0.4 -1.6 0.0
O -0.65922 2.97115 -0.20764 0.2 1.3 0.7
O -2.95632 0.59845 1.54916 -0.4 0.3 0.3
S -2.65552 -0.60875 2.31116 -1.3 -1.1 1.3
O -2.81852 -0.47135 3.74386 0.0 0.0 -0.2
O -1.42192 -1.26795 1.89296 -0.2 -0.7 0.7
C -3.95582 -1.72195 1.74026 0.4 0.5 0.0
C -4.91952 -2.23025 2.58676 0.0 0.0 0.3
C -5.97932 -2.94815 2.05816 0.0 0.0 0.0
C -6.06752 -3.11825 0.68436 -0.1 -0.1 -0.1
C -5.09322 -2.60405 -0.15644 0.0 0.0 0.1
C -4.00982 -1.90485 0.36836 -0.1 0.0 0.0
P -2.66632 -1.14795 -0.66274 -0.7 -1.1 -1.2
C -3.78802 -0.43595 -1.92254 0.1 0.1 -0.1
C -4.74622 0.45205 -1.43124 0.1 0.0 0.0
C -5.55322 1.16985 -2.29054 -0.1 0.0 0.0
C -5.41382 1.01985 -3.66224 0.0 0.0 -0.1
C -4.44882 0.16275 -4.16104 -0.1 0.1 -0.2
C -3.63142 -0.54865 -3.29954 0.1 -0.1 0.2
C -2.11972 -2.75715 -1.41844 0.1 0.2 0.0
C -2.75272 -3.50105 -2.41014 0.0 0.0 0.0
C -2.18412 -4.67185 -2.88744 -0.1 -0.1 -0.1
C -0.97622 -5.12265 -2.38154 0.1 0.0 0.0
C -0.34542 -4.40245 -1.37874 0.0 -0.2 0.0
C -0.91322 -3.23265 -0.90334 -0.1 0.1 0.0
H -4.82132 -2.03455 3.64516 0.0 0.0 0.1
H -6.74852 -3.35265 2.70406 0.0 0.0 0.0
H -6.91382 -3.64425 0.25986 0.0 0.0 0.0
H -5.20482 -2.71605 -1.22634 0.0 0.0 0.0
H -4.81382 0.59815 -0.36124 -0.1 0.0 0.1
H -6.28962 1.85835 -1.89744 0.0 0.0 0.1
H -6.03892 1.58755 -4.33924 0.0 0.0 0.0
H -4.32672 0.05495 -5.23234 0.0 0.0 0.0
H -2.85372 -1.18175 -3.70544 0.0 -0.1 0.0
H -3.69292 -3.16885 -2.82964 0.0 0.0 0.0
H -2.68722 -5.23785 -3.66424 0.0 0.0 0.0
H -0.52822 -6.02835 -2.77264 0.0 0.0 0.0
H 0.59508 -4.75465 -0.97524 0.1 0.0 0.0
H -0.43022 -2.65905 -0.12254 0.1 0.0 0.0
C 0.72398 6.25485 3.15266 -0.2 -0.3 0.0
C 0.35428 5.18555 2.13486 0.2 -0.3 0.2
C 0.64378 5.70495 0.73756 -0.1 -0.2 0.0
Sb 1.24928 3.15295 2.44136 0.4 1.1 0.7
C 0.61708 2.92345 4.58566 0.2 0.0 -0.4
C 1.44298 3.58545 5.67536 0.0 -0.1 -0.2
C -0.85502 3.28395 4.70866 0.1 0.0 -0.2
C 3.36108 3.93815 2.37196 -0.5 -0.2 -0.1
C 4.07128 4.11245 3.69826 -0.1 0.1 -0.1
C 4.14028 2.99155 1.47666 -0.1 0.0 -0.1
H 0.15468 7.16985 2.95556 0.0 0.1 0.0
H 1.78588 6.49565 3.08626 0.1 0.0 0.1
H 0.50148 5.93695 4.16886 0.0 0.1 0.1
H -0.71672 4.98165 2.19886 -0.1 0.0 0.0
H 1.69788 5.95385 0.61696 0.2 0.1 0.0
H 0.06458 6.61215 0.54456 0.0 0.1 -0.1
H 0.37908 4.96455 -0.00834 0.0 0.0 -0.2
H 0.70978 1.84345 4.70746 0.0 0.0 -0.1
H 1.56978 4.65285 5.49756 0.0 0.1 0.1
H 2.42128 3.11645 5.74176 0.1 0.1 0.1
H 0.94408 3.46255 6.64276 0.0 0.0 0.1
H -1.01132 4.35835 4.62016 -0.1 0.1 0.0
H -1.24012 2.97005 5.68246 0.0 0.0 0.1
H -1.44572 2.78165 3.94216 -0.2 0.0 0.0
H 3.28788 4.90745 1.86846 -0.2 0.0 0.1
H 4.19008 3.14435 4.17786 0.0 -0.1 0.2
H 3.51208 4.77865 4.34986 0.1 0.0 0.2
H 5.07058 4.53405 3.54046 0.1 0.0 0.0
H 4.17388 2.01095 1.94386 0.1 -0.1 0.0
H 5.16488 3.34405 1.31456 0.1 0.0 0.0
H 3.65178 2.88235 0.50776 0.1 0.0 -0.1
S 4.12098 -0.08735 5.61166 0.7 -0.1 1.5
C 3.29858 0.45425 4.33636 -0.4 0.3 -0.8
N 2.72868 0.83085 3.39066 -0.2 -0.1 -0.2
```
Positions in Å, forces in eV/Å.